No. 1
The following is a quantum chemistry calculation of C59H44BrHgN6O4 as an isolated structure at a distorted geometry, from the Open Molecules 2025 dataset.

Its expectation value of S² is 0.990. The frontier orbital gap (spin up / spin down) is 3.00 / 3.71 eV.

The geometry in ORCA input format:
```
! wB97M-V def2-TZVPD RIJCOSX def2/J DEFGRID3
* xyz -2 2
Hg 0.054 0.683 -0.596
C 0.169 -5.758 -4.812
C -0.718 -5.524 -3.766
C -0.604 -4.396 -2.975
C 0.422 -3.453 -3.178
C 1.293 -3.697 -4.261
C 1.169 -4.823 -5.055
C 0.520 -2.260 -2.362
C -0.780 -1.609 -2.020
C -1.444 -0.946 -3.060
C -2.818 -0.894 -2.819
C -3.017 -1.484 -1.582
N -1.787 -1.892 -1.081
C -4.056 -1.942 -0.729
C -3.386 -2.638 0.289
C -3.638 -3.334 1.475
C -2.415 -3.520 2.089
C -1.363 -2.893 1.359
C -0.163 -2.593 2.091
C 0.029 -3.558 3.216
C -0.061 -3.171 4.555
C 0.184 -4.068 5.582
C 0.508 -5.388 5.298
C 0.555 -5.799 3.972
C 0.314 -4.898 2.947
C 0.798 -1.553 2.075
N 1.007 -0.614 1.096
C 2.240 -0.037 1.326
C 3.133 0.392 0.302
C 4.502 0.848 0.661
C 5.506 -0.060 0.998
C 6.800 0.372 1.249
C 7.113 1.723 1.178
C 6.121 2.637 0.855
C 4.828 2.202 0.594
C 2.917 -0.090 -1.012
C 3.837 -0.904 -1.753
C 3.083 -1.826 -2.432
C 1.690 -1.524 -2.186
N 1.657 -0.399 -1.417
C 2.716 -0.456 2.609
C 1.863 -1.431 3.045
N -2.004 -2.491 0.158
C -5.444 -1.589 -0.771
C -6.435 -2.374 -0.150
C -7.755 -1.961 -0.107
C -8.144 -0.762 -0.693
C -7.181 0.013 -1.334
C -5.861 -0.389 -1.384
H 0.071 -6.640 -5.434
H -1.513 -6.235 -3.570
H -1.315 -4.237 -2.172
H 2.042 -2.957 -4.506
H 1.849 -4.965 -5.889
H -0.940 -0.636 -3.963
H -3.579 -0.504 -3.473
H -4.603 -3.612 1.861
H -2.278 -3.995 3.044
H -0.349 -2.152 4.785
H 0.118 -3.738 6.613
H 0.712 -6.087 6.101
H 0.784 -6.832 3.736
H 0.347 -5.228 1.916
H 5.263 -1.114 1.052
H 7.572 -0.347 1.499
H 8.125 2.058 1.371
H 6.356 3.694 0.802
H 4.055 2.914 0.329
H 4.912 -0.868 -1.667
H 3.462 -2.676 -2.974
H 3.635 -0.127 3.069
H 2.009 -2.035 3.923
H -6.149 -3.319 0.293
H -8.493 -2.580 0.391
H -9.175 -0.430 -0.642
H -7.473 0.957 -1.785
H -5.113 0.239 -1.851
O -2.452 1.574 -1.044
C -2.352 2.968 -0.976
C -1.332 3.489 0.010
C -1.505 4.744 0.545
C -0.627 5.150 1.584
C 0.450 4.388 1.875
C 0.797 3.283 0.950
N -0.324 2.672 0.347
H -2.754 1.220 -0.181
H -3.326 3.424 -0.763
H -2.037 3.291 -1.975
H -2.355 5.348 0.256
H -0.866 6.029 2.173
H 1.121 4.597 2.697
H 1.438 2.531 1.407
Br 3.860 8.906 -0.860
C 3.366 7.354 -1.873
C 3.582 7.389 -3.241
C 3.194 6.275 -3.981
C 2.625 5.183 -3.361
C 2.429 5.162 -1.978
C 2.803 6.279 -1.225
C 1.816 3.960 -1.364
O 1.793 4.021 -0.045
O 1.426 3.055 -2.067
H 4.031 8.251 -3.710
H 3.345 6.280 -5.054
H 2.313 4.312 -3.921
H 2.634 6.275 -0.158
C -2.902 2.384 2.933
C -2.218 1.134 2.428
N -1.139 0.732 3.126
O -2.645 0.503 1.467
H -2.816 2.476 4.016
H -3.949 2.357 2.638
H -2.429 3.249 2.463
H -0.710 1.339 3.799
H -0.568 -0.003 2.719
*
```

No. 2
The following is a quantum chemistry calculation of a 2-piece molecular cluster, C5H14BrNO overall at a distorted geometry, from the Open Molecules 2025 dataset.

The calculation puts the energy above the lowest of the compared OMol25 structures with the same formula, charge and spin at 78.6 kJ/mol. The frontier orbital gap is 7.16 eV.

The geometry in ORCA input format:
```
! wB97M-V def2-TZVPD RIJCOSX def2/J DEFGRID3
* xyz 0 1
C -8.969 -6.847 1.519
N -7.622 -6.594 2.006
C -7.394 -5.197 1.687
C -7.711 -6.715 3.476
C -6.446 -7.473 1.507
C -6.606 -8.998 1.814
O -7.795 -9.488 1.228
H -9.094 -7.907 1.572
H -9.064 -6.403 0.558
H -9.650 -6.261 2.137
H -8.257 -4.623 2.059
H -7.205 -5.010 0.634
H -6.527 -4.716 2.189
H -8.332 -5.971 3.926
H -6.714 -6.450 3.794
H -8.060 -7.735 3.760
H -5.555 -7.152 2.002
H -6.357 -7.292 0.422
H -6.566 -9.226 2.898
H -5.756 -9.512 1.308
H -7.670 -10.454 1.062
Br -6.684 -5.564 -1.646
*
```

No. 3
The following is a quantum chemistry calculation of C4H9NO2 in the gas phase at a distorted geometry, from the Open Molecules 2025 dataset.

The SMILES is O=CCCNCO. The calculation puts the energy above the lowest of the compared OMol25 structures with the same formula, charge and spin at 211.4 kJ/mol. The frontier orbital gap is 10.22 eV.

The geometry in ORCA input format:
```
! wB97M-V def2-TZVPD RIJCOSX def2/J DEFGRID3
* xyz 0 1
O 3.194 -0.868 -0.094
C 2.457 -0.759 0.878
C 1.026 -1.158 0.736
C 0.334 -0.084 -0.185
N -1.034 0.173 0.310
C -1.983 0.558 -0.712
O -1.627 1.632 -1.534
H 2.929 -0.286 1.745
H 0.495 -1.168 1.688
H 0.890 -2.127 0.268
H 0.217 -0.549 -1.162
H 0.931 0.822 -0.244
H -0.957 0.926 0.974
H -2.924 0.704 -0.168
H -2.194 -0.267 -1.393
H -1.752 2.453 -1.107
*
```

No. 4
The following is a quantum chemistry calculation of C16H18ClF3N4O4S as an isolated structure at a distorted geometry, from the Open Molecules 2025 dataset.

The calculation puts the energy above the lowest of the compared OMol25 structures with the same formula, charge and spin at 244.0 kJ/mol. The frontier orbital gap is 9.43 eV.

The geometry in ORCA input format:
```
! wB97M-V def2-TZVPD RIJCOSX def2/J DEFGRID3
* xyz 0 1
O 0.433 2.411 3.333
O -0.237 1.331 -2.375
O 1.505 2.202 -0.926
F -4.291 3.747 0.638
F -2.877 5.545 0.379
F -4.048 5.051 2.243
Cl 4.424 -3.506 -3.099
N -0.765 -4.757 -0.607
N 0.941 -3.851 0.443
O 1.365 -4.975 -0.273
C 0.456 2.185 2.139
C 0.298 -5.374 -0.952
C -0.314 -3.778 0.138
C 2.315 -1.868 -3.340
C 3.549 -1.800 -1.253
C 1.510 -0.928 -2.811
C 2.749 -0.804 -0.706
C 3.294 -2.417 -2.498
C 1.632 -0.418 -1.519
N 1.672 2.592 1.687
N -0.391 0.732 0.141
C -3.323 4.574 1.227
C -1.367 -2.901 0.697
C -1.198 -0.473 -0.010
C -0.905 -1.514 1.101
C -2.174 3.831 1.711
C -1.570 2.957 0.692
C -0.761 1.736 1.236
S 0.571 1.080 -1.186
H 0.196 -6.321 -1.473
H 2.195 -2.280 -4.283
H 4.501 -2.112 -0.682
H 0.760 -0.633 -3.611
H 2.876 -0.233 0.208
H 2.354 3.016 2.370
H 1.764 2.612 0.703
H -1.643 -3.422 1.599
H -2.195 -2.762 -0.061
H -1.104 -0.904 -1.066
H -2.300 -0.238 0.081
H -1.514 -1.193 1.969
H 0.212 -1.401 1.406
H -1.384 4.571 2.066
H -2.533 3.272 2.565
H -0.938 3.594 0.048
H -2.248 2.585 0.024
H -1.491 1.238 1.889
*
```

No. 5
The following is a quantum chemistry calculation of a 2-piece molecular cluster, C10H13NO overall at a distorted geometry, from the Open Molecules 2025 dataset.

The SMILES is Cc1c[nH]c2ccccc12.CO. The calculation puts the energy above the lowest of the compared OMol25 structures with the same formula, charge and spin at 122.8 kJ/mol. The frontier orbital gap is 8.45 eV.

The geometry in ORCA input format:
```
! wB97M-V def2-TZVPD RIJCOSX def2/J DEFGRID3
* xyz 0 1
C 0.521 -1.315 2.175
C 0.183 -0.332 1.152
C 1.016 0.628 0.653
N 0.479 1.364 -0.348
C -0.783 0.887 -0.602
C -1.803 1.232 -1.546
C -3.034 0.711 -1.378
C -3.305 -0.193 -0.356
C -2.299 -0.667 0.416
C -0.966 -0.209 0.316
H 1.467 -1.096 2.654
H 0.365 -2.354 1.899
H -0.188 -1.227 3.030
H 2.086 0.913 0.910
H 1.015 2.033 -0.848
H -1.567 1.817 -2.429
H -3.888 1.178 -1.863
H -4.316 -0.548 -0.127
H -2.582 -1.411 1.227
C 3.906 -0.402 0.146
O 3.398 -1.154 -0.908
H 3.136 -0.507 0.909
H 4.013 0.705 -0.144
H 4.886 -0.633 0.428
H 3.978 -1.154 -1.644
*
```

No. 6
The following is a quantum chemistry calculation of C12H24N2O3 as an isolated structure at a distorted geometry, from the Open Molecules 2025 dataset.

The calculation puts the energy above the lowest of the compared OMol25 structures with the same formula, charge and spin at 505.3 kJ/mol. The frontier orbital gap is 9.73 eV.

The geometry in ORCA input format:
```
! wB97M-V def2-TZVPD RIJCOSX def2/J DEFGRID3
* xyz 0 1
C 1.640 0.943 -0.365
C 0.784 -0.007 0.477
C 2.773 0.102 -0.875
C 2.332 -1.185 -1.567
C 3.781 0.922 -1.706
C 5.111 0.115 -1.731
C -1.415 -1.042 0.458
C -2.346 -1.490 -0.764
C -2.242 -0.562 1.771
C -2.809 0.870 1.874
C -3.740 1.113 0.686
C -1.674 1.900 1.863
H 2.878 1.359 1.384
H 1.670 2.485 1.064
H 0.953 1.582 -0.947
H 3.279 -0.291 0.034
H 1.752 -1.755 -0.903
H 1.863 -0.985 -2.438
H 3.204 -1.792 -1.798
H 3.782 1.892 -1.180
H 3.411 1.171 -2.774
H 5.846 0.699 -2.212
H 5.575 0.109 -0.664
H 5.038 -0.963 -1.955
H -0.584 -0.159 -1.198
H -0.897 -1.948 0.889
H -1.305 -0.669 2.290
H -2.889 -1.260 2.298
H -3.342 1.072 2.809
H -4.209 2.120 0.871
H -4.651 0.343 0.450
H -3.274 1.223 -0.338
H -1.615 2.506 0.727
H -0.508 1.192 1.964
H -1.899 2.817 2.658
H -3.370 -2.831 0.474
N 2.401 1.857 0.592
N -0.407 -0.141 -0.099
O 0.904 -0.380 1.611
O -2.236 -0.958 -1.835
O -3.397 -2.412 -0.487
*
```

No. 7
The following is a quantum chemistry calculation of a 2-piece molecular cluster, C4H5N3 overall, from the Open Molecules 2025 dataset.

The SMILES is C1=C=NC=NC=1.N. The calculation puts the energy above the lowest of the compared OMol25 structures with the same formula, charge and spin at 418.6 kJ/mol. The frontier orbital gap is 9.01 eV.

The geometry in ORCA input format:
```
! wB97M-V def2-TZVPD RIJCOSX def2/J DEFGRID3
* xyz 0 1
C 0.252 -0.335 -0.166
C -0.045 -1.561 0.007
N -0.849 -2.429 0.435
C -1.880 -1.671 0.949
N -1.910 -0.354 0.941
C -0.874 0.317 0.400
H -2.702 -2.225 1.381
H -0.948 1.402 0.423
N 2.415 1.687 -1.214
H 1.622 1.740 -1.829
H 2.581 2.543 -0.717
H 2.338 0.887 -0.611
*
```

No. 8
The following is a quantum chemistry calculation of C22H27N3O6S as an isolated structure at a distorted geometry, from the Open Molecules 2025 dataset.

The calculation puts the energy above the lowest of the compared OMol25 structures with the same formula, charge and spin at 2312.8 kJ/mol. The frontier orbital gap is 7.96 eV.

The geometry in ORCA input format:
```
! wB97M-V def2-TZVPD RIJCOSX def2/J DEFGRID3
* xyz 0 1
C 4.425 0.211 0.117
H 5.466 0.145 -0.027
H 4.028 -0.921 -0.262
C 3.864 1.267 -0.745
C 2.464 1.218 -0.845
H 2.022 0.369 -0.843
C 1.786 2.434 -1.717
O 2.502 2.733 -2.486
N 0.496 2.161 -1.636
C -0.394 2.904 -2.713
C -1.425 1.891 -3.050
O -0.774 0.601 -3.535
C 0.111 0.723 -4.905
H 0.190 -0.300 -4.893
H 1.031 1.154 -4.473
H -0.403 1.400 -5.534
H -1.918 2.531 -4.248
H -2.159 1.807 -2.504
H -0.996 3.622 -2.184
H 0.267 3.371 -3.332
H 0.033 1.485 -1.071
S 1.832 1.845 1.241
C 0.375 0.682 1.386
N -0.177 0.372 0.320
C -1.170 -0.845 0.404
C -1.848 -0.921 1.559
C -2.882 -1.603 1.499
C -3.583 -2.267 0.640
C -2.951 -1.705 -0.722
C -1.897 -0.992 -0.870
H -1.418 -0.885 -1.711
O -3.548 -2.438 -1.855
C -3.175 -2.124 -3.076
H -3.760 -2.557 -3.893
H -3.036 -1.002 -3.371
H -2.238 -2.617 -3.055
O -4.580 -3.093 0.440
C -5.361 -3.074 1.809
H -6.097 -3.903 1.509
H -4.529 -3.806 2.532
H -5.692 -2.266 2.214
H -3.315 -1.675 2.837
C -1.065 -0.280 2.788
O -1.452 -0.454 3.821
N 0.097 0.391 2.612
C 0.604 0.923 3.559
C 1.999 0.379 3.687
C 2.387 -0.904 3.407
C 3.873 -1.099 3.875
C 4.260 0.365 4.323
O 3.088 1.024 4.197
H 5.110 0.693 4.495
H 4.407 -1.972 3.704
H 1.791 -1.687 3.200
H 0.697 2.130 3.524
H -0.070 0.844 4.677
H 4.255 1.199 -1.798
H 4.288 2.325 -0.259
H 4.169 0.194 1.241
*
```

No. 9
The following is a quantum chemistry calculation of an isolated ion of composition C4H6NO and charge +1 at a distorted geometry, from the Open Molecules 2025 dataset.

The SMILES is Cc1c(=O)[n+]1C. The calculation puts the energy above the lowest of the compared OMol25 structures with the same formula, charge and spin at 245.2 kJ/mol. The frontier orbital gap is 10.13 eV.

The geometry in ORCA input format:
```
! wB97M-V def2-TZVPD RIJCOSX def2/J DEFGRID3
* xyz 1 1
C -1.280 0.835 -0.757
C 0.141 0.641 -1.027
C 1.509 0.864 -1.525
O 2.454 1.180 -2.189
N 1.180 0.004 -0.442
C 1.320 -0.796 0.711
H -1.337 1.272 0.225
H -1.775 -0.120 -0.734
H -1.915 1.538 -1.359
H 1.057 -1.796 0.514
H 0.459 -0.507 1.271
H 2.190 -0.684 1.156
*
```

No. 10
The following is a quantum chemistry calculation of C8H20Si2 in the gas phase at a distorted geometry, from the Open Molecules 2025 dataset.

The SMILES is C=C(C)C[Si](C)(C)[SiH](C)C. The calculation puts the energy above the lowest of the compared OMol25 structures with the same formula, charge and spin at 0.0 kJ/mol. The frontier orbital gap is 9.58 eV.

The geometry in ORCA input format:
```
! wB97M-V def2-TZVPD RIJCOSX def2/J DEFGRID3
* xyz 0 1
C -3.535 -1.651 0.073
C -2.655 -0.644 0.261
C -3.035 0.791 0.150
C -1.263 -0.550 0.862
Si 0.235 0.417 -0.092
C 0.061 0.522 -2.055
C -0.061 2.161 0.775
Si 2.240 -0.660 0.565
C 3.743 0.637 0.170
C 2.504 -2.259 -0.555
H -3.209 -2.644 0.287
H -4.608 -1.497 -0.201
H -3.201 1.280 1.090
H -2.362 1.464 -0.430
H -3.962 0.870 -0.275
H -1.044 -1.471 1.237
H -1.303 0.127 1.749
H -0.725 -0.192 -2.261
H -0.069 1.631 -2.273
H 0.977 0.240 -2.439
H 0.260 2.023 1.889
H 0.531 3.023 0.408
H -1.083 2.441 0.670
H 2.055 -1.169 2.052
H 3.849 1.361 1.008
H 4.691 0.132 0.105
H 3.387 1.238 -0.715
H 1.847 -3.083 -0.028
H 2.254 -1.955 -1.508
H 3.482 -2.582 -0.520
*
```

No. 11
The following is a quantum chemistry calculation of C4H5FOS in the gas phase at a distorted geometry, from the Open Molecules 2025 dataset.

The SMILES is FC1=COC[C@H]1S. The calculation puts the energy above the lowest of the compared OMol25 structures with the same formula, charge and spin at 91.8 kJ/mol. The frontier orbital gap is 9.29 eV.

The geometry in ORCA input format:
```
! wB97M-V def2-TZVPD RIJCOSX def2/J DEFGRID3
* xyz 0 1
F -0.150 2.037 0.197
C -0.551 0.788 0.071
C -1.726 0.371 -0.338
O -1.785 -0.963 -0.298
C -0.578 -1.449 0.309
C 0.367 -0.241 0.589
S 1.937 -0.192 -0.339
H -2.543 0.923 -0.780
H -0.801 -1.917 1.292
H -0.204 -2.243 -0.346
H 0.566 -0.081 1.667
H 2.550 -1.058 0.422
*
```

No. 12
The following is a quantum chemistry calculation of C2H10N4O in the gas phase at a distorted geometry, from the Open Molecules 2025 dataset.

The SMILES is CN(N)[C@H](N)ON. The calculation puts the energy above the lowest of the compared OMol25 structures with the same formula, charge and spin at 440.5 kJ/mol. The frontier orbital gap is 9.00 eV.

The geometry in ORCA input format:
```
! wB97M-V def2-TZVPD RIJCOSX def2/J DEFGRID3
* xyz 0 1
C 1.132 -1.361 -0.429
N 0.554 -0.167 0.161
N 1.475 0.756 0.662
C -0.526 0.415 -0.665
N -0.772 1.762 -0.220
O -1.602 -0.454 -0.605
N -1.825 -0.982 0.887
H 1.667 -1.908 0.348
H 1.816 -1.109 -1.253
H 0.332 -1.993 -0.805
H 2.329 0.320 0.999
H 1.740 1.455 -0.035
H -0.219 0.441 -1.728
H -1.497 2.189 -0.782
H -1.036 1.774 0.758
H -1.065 -0.875 1.560
H -2.502 -0.262 1.147
*
```

| no. | M (g/mol) |
| --- | --- |
| 1 | 1181.5 |
| 2 | 184.1 |
| 3 | 103.1 |
| 4 | 454.9 |
| 5 | 163.2 |
| 6 | 244.3 |
| 7 | 95.1 |
| 8 | 461.5 |
| 9 | 84.1 |
| 10 | 172.4 |
| 11 | 120.1 |
| 12 | 106.1 |